No. 1
Formula: C49H112Br21N7O14
Source: the OMol25 dataset
Level of theory: wB97M-V/def2-TZVPD

```
! wB97M-V def2-TZVPD RIJCOSX def2/J DEFGRID3
* xyz 0 1
C 0.07285 -0.31414 6.24095
O 0.85239 -0.66671 5.15660
C 0.01633 -1.05795 4.08497
C 0.83487 -1.69568 2.99727
N 1.47199 -0.68164 2.08194
C 2.64016 -1.22345 1.42040
C 2.20680 -2.01456 0.19377
O 3.06246 -3.09456 -0.03798
C 2.92082 -3.62521 -1.39375
H -0.15692 -1.17184 6.81002
H -0.95173 0.07096 6.05926
H 0.63061 0.44417 6.76968
H -0.72999 -0.27495 3.81858
H -0.60273 -1.87128 4.61778
H 0.23704 -2.33431 2.31255
H 1.46205 -2.43951 3.49560
H 1.87044 0.10139 2.60112
H 3.22544 -1.87846 2.07835
H 3.34464 -0.42381 1.15858
H 2.15073 -1.32112 -0.64656
H 1.21669 -2.42674 0.36065
H 3.09569 -2.76546 -2.18134
H 1.89749 -3.98575 -1.50208
H 3.77169 -4.30315 -1.45723
C -7.68614 4.93860 2.10881
O -7.21549 4.45561 0.84554
C -6.65098 3.18180 1.02278
C -6.08883 2.64791 -0.20838
N -4.89418 3.36368 -0.48407
C -4.09141 2.72298 -1.55841
C -4.74852 2.66263 -2.91392
O -4.83189 3.96191 -3.56312
C -5.15389 3.78899 -4.94045
H -8.09049 5.93509 2.02040
H -6.93914 4.92771 2.86868
H -8.51033 4.34608 2.44056
H -7.51235 2.52577 1.30486
H -5.95144 3.28661 1.82926
H -6.82120 2.78787 -1.01908
H -5.89116 1.51920 -0.06683
H -4.97093 4.33153 -0.63938
H -3.88012 1.65572 -1.21647
H -3.09329 3.16987 -1.66563
H -5.78666 2.28040 -2.82765
H -4.15806 1.95087 -3.57370
H -4.37744 3.25130 -5.60073
H -5.39983 4.80040 -5.37801
H -6.07517 3.12002 -4.99617
C 0.86947 -2.31633 -6.19383
O -0.24151 -3.15262 -6.24325
C -1.13419 -2.88740 -7.34621
C -2.20049 -3.89691 -7.22899
N -2.97404 -3.51922 -5.98654
C -4.14732 -4.44217 -5.99470
C -5.03904 -4.13060 -4.84065
O -4.13996 -4.11216 -3.72287
C -4.69757 -4.28453 -2.39418
H 1.45498 -2.45054 -7.05269
H 1.55576 -2.53426 -5.35889
H 0.65414 -1.17838 -6.06237
H -0.71167 -2.96304 -8.31646
H -1.53986 -1.87031 -7.18505
H -1.80227 -4.93245 -7.24221
H -2.89897 -3.75961 -8.03345
H -2.47365 -3.69787 -5.12545
H -3.90356 -5.48980 -5.85311
H -4.78565 -4.36880 -6.93200
H -5.82756 -4.88673 -4.78777
H -5.54495 -3.20440 -5.03083
H -4.88501 -3.25160 -2.04737
H -4.00171 -4.73413 -1.76744
H -5.56306 -4.91042 -2.48631
C 4.59885 2.33869 1.17746
O 3.24093 2.17863 1.20542
C 2.49189 3.18286 0.46849
C 1.01751 2.78582 0.31055
N 0.88419 1.80805 -0.78273
C -0.43724 1.15405 -0.82615
C -0.54651 0.25434 -2.08369
O -1.83359 -0.26005 -2.23881
C -2.09189 -0.72170 -3.57001
H 5.08206 1.37661 1.10933
H 4.88716 2.77969 2.14023
H 4.97661 2.83081 0.27397
H 2.86397 3.24365 -0.56758
H 2.56161 4.12117 1.05141
H 0.49091 3.65934 -0.06945
H 0.57800 2.56105 1.24513
H 1.63016 1.16923 -0.68157
H -1.22042 1.90186 -0.90055
H -0.64042 0.40980 -0.00910
H 0.23902 -0.52031 -2.08872
H -0.30403 0.87741 -2.94485
H -1.92871 0.05473 -4.29415
H -3.15480 -0.97388 -3.71741
H -1.30028 -1.54122 -3.76854
C -3.39911 -2.25250 3.52929
O -2.61667 -3.18722 2.88537
C -3.17312 -4.51596 2.82272
C -2.34071 -5.46694 2.04280
N -2.16634 -5.03277 0.64938
C -1.18906 -4.04720 0.42265
C -1.10379 -3.79122 -1.06021
O -0.47665 -4.89923 -1.68994
C -0.47983 -4.86694 -3.08741
H -2.99687 -1.27352 3.48120
H -3.40586 -2.44949 4.63405
H -4.49620 -2.24277 3.24202
H -4.23040 -4.41174 2.48308
H -3.33698 -4.84009 3.90367
H -2.83364 -6.48676 2.00867
H -1.35001 -5.56561 2.46919
H -2.13769 -5.83658 0.03115
H -0.19923 -4.49336 0.62993
H -1.36372 -3.13150 0.93122
H -0.58225 -2.84832 -1.23953
H -2.12315 -3.67906 -1.42607
H -1.47803 -4.63918 -3.48066
H -0.28223 -5.90174 -3.41633
H 0.23039 -4.20519 -3.49852
C -7.54599 -1.91998 1.32363
O -6.16212 -1.79842 1.48567
C -5.47359 -1.85627 0.21509
C -4.03255 -1.21798 0.44044
N -4.15307 0.09395 1.14403
C -2.84865 0.69207 1.07425
C -2.77280 1.98025 1.83889
O -3.05039 1.51836 3.20952
C -3.30998 2.58720 4.12469
H -8.04526 -2.12235 2.23269
H -7.83480 -2.76774 0.63302
H -8.07016 -0.99575 0.82289
H -6.04699 -1.31304 -0.51009
H -5.27706 -2.88412 -0.10798
H -3.64345 -1.11408 -0.52395
H -3.33273 -1.97096 0.90037
H -4.53924 -0.16471 2.02019
H -2.69350 0.79782 0.03038
H -2.08365 -0.03046 1.38084
H -3.55723 2.61616 1.53573
H -1.76649 2.31489 1.75506
H -3.78177 3.47485 3.69380
H -2.48009 3.09848 4.63025
H -3.93356 2.11384 4.85333
C 13.26609 1.77947 1.96541
O 12.01296 2.00993 1.38642
C 11.06777 2.39021 2.37797
C 9.64810 2.23252 1.87568
N 9.28514 0.86135 1.76730
C 7.82950 0.61643 1.51578
C 7.44203 -0.77995 1.90969
O 6.26989 -1.09082 1.28738
C 5.82155 -2.41619 1.46500
H 13.47991 2.70410 2.59494
H 14.03587 1.75804 1.19888
H 13.22716 0.88082 2.56741
H 11.16479 3.45794 2.55170
H 11.21436 1.79707 3.29983
H 9.58232 2.69231 0.86012
H 8.87585 2.61931 2.49293
H 9.77381 0.31134 1.03227
H 7.50371 0.84457 0.51183
H 7.29548 1.23217 2.17871
H 7.26800 -0.98569 2.94720
H 8.31391 -1.40674 1.52524
H 5.57355 -2.71143 2.51290
H 6.58516 -3.16500 1.10171
H 4.92802 -2.50149 0.82527
C -1.83108 5.12304 -3.41695
Br -1.66209 5.35931 -5.39348
Br -1.82709 6.84753 -2.60598
Br -0.43065 4.00919 -2.77898
H -2.79320 4.67966 -3.35919
C 3.67840 0.87951 -2.80177
Br 4.33707 2.69931 -2.98830
Br 4.87907 -0.25017 -1.58334
Br 3.27501 0.02395 -4.43906
H 2.80087 0.98151 -2.21512
C 7.35266 3.52915 5.72118
Br 8.51347 5.06154 5.63787
Br 8.16452 1.92356 5.21809
Br 5.66596 3.66707 4.67889
H 6.92974 3.47641 6.72178
C 3.91258 -0.47364 5.43143
Br 4.42021 0.35706 3.83450
Br 4.96915 0.06153 6.98527
Br 3.98308 -2.40779 5.31151
H 2.86923 -0.32615 5.61085
C 5.12630 6.78026 0.81271
Br 6.98158 6.04629 0.98646
Br 4.07060 6.62299 2.44939
Br 4.11875 6.04887 -0.67556
H 5.28759 7.79601 0.59884
C -4.33285 -0.48662 -6.65924
Br -3.06950 0.93461 -6.71061
Br -4.64145 -1.19389 -8.39859
Br -5.87605 0.02437 -5.82089
H -3.94967 -1.37879 -6.17042
C 1.59356 3.91531 6.08898
Br 2.48728 2.91906 7.48550
Br -0.16721 4.40773 6.70390
Br 1.59932 2.93743 4.46963
H 2.23801 4.85222 6.01465
*
```

Values from the calculation:
Max |F|   0.070 hartree/bohr
Orbital gap   8.15 eV
HOMO   -8.5 eV
Energy   -1562603.08656 eV

Atom charges from the Mulliken analysis, given in e for atoms 1 to 4: C -0.80; O -0.03; C -0.55; C 0.21

=====

No. 2
Formula: C4H10N4
Source: the OMol25 dataset
Level of theory: wB97M-V/def2-TZVPD

```
! wB97M-V def2-TZVPD RIJCOSX def2/J DEFGRID3
* xyz 0 1
C 0.36446 0.72132 -2.22471
C -1.33505 -0.70097 2.24225
N 0.76173 -1.00212 -0.53544
C -0.75542 0.18114 1.23015
N 1.96698 -0.56226 0.05218
C -0.83402 0.70115 -0.12833
N -0.09647 1.26154 1.05740
N -0.19368 -0.07152 -1.14718
H 0.29750 -1.73420 -0.00798
H 2.59502 -0.25686 -0.68557
H 1.81884 0.23491 0.67699
H -1.66625 1.28426 -0.51029
H 0.84650 0.03597 -2.91874
H 1.09997 1.46219 -1.88329
H -0.44813 1.25877 -2.71274
H -0.81984 -1.66352 2.22649
H -1.21289 -0.27342 3.23696
H -2.38924 -0.87639 2.03185
*
```

Values from the calculation:
Max |F|   0.050 hartree/bohr
SMILES   CC1=N[C@H]1N(C)NN
Orbital gap   9.39 eV
HOMO   -8.4 eV
Energy   -10266.75459 eV
Relative energy (zero: lowest compared OMol25 entry of this formula, charge and spin)   94.46 kcal per mole

Atom charges from the natural (NBO) analysis, given in e for atoms 1 to 4: C -0.43; C -0.68; N -0.36; C 0.25

=====

No. 3
Formula: C11H15FGaO2S
Source: the OMol25 dataset
Level of theory: wB97M-V/def2-TZVPD

```
! wB97M-V def2-TZVPD RIJCOSX def2/J DEFGRID3
* xyz -1 1
C -4.10428 -1.76069 -1.88501
C -3.90237 -1.11631 -0.69528
C -2.63825 -1.27607 0.05306
Ga -1.17072 -0.20323 -0.91575
C -0.49510 1.30344 0.28952
C 0.79032 1.04189 1.00555
C 0.75136 0.65210 2.35056
C 1.90635 0.42115 3.08195
C 3.16046 0.57827 2.50669
C 3.21010 0.95300 1.16931
C 2.05830 1.18400 0.42394
C 2.21518 1.61743 -1.02687
S 0.53303 -1.57646 -1.81266
O 0.95836 -1.01922 -3.07718
O -0.00369 -2.90954 -1.97385
F 1.84687 -1.74562 -0.86556
H -3.40491 -1.65581 -2.70537
H -4.97803 -2.39145 -2.02461
H -4.66779 -0.43235 -0.32465
H -2.40188 -2.32803 0.12043
H -2.76700 -0.81255 1.03209
H -1.86367 0.48528 -2.17978
H -0.43836 2.21732 -0.30057
H -1.26777 1.44710 1.04585
H -0.19266 0.52960 2.86706
H 1.86550 0.14325 4.12887
H 4.07085 0.41874 3.06554
H 4.19390 1.08499 0.73256
H 2.74411 0.83889 -1.57138
H 1.23412 1.74949 -1.46962
H 2.75769 2.56139 -1.04486
*
```

Values from the calculation:
Max |F|   0.035 hartree/bohr
Orbital gap   7.49 eV
HOMO   -4.2 eV
Energy   -81673.81695 eV

Atom charges from the natural (NBO) analysis, given in e for atoms 1 to 4: C -0.52; C -0.12; C -0.91; Ga 0.93

=====

No. 4
Formula: C3H9OS
Source: the OMol25 dataset
Level of theory: wB97M-V/def2-TZVPD

```
! wB97M-V def2-TZVPD RIJCOSX def2/J DEFGRID3
* xyz -1 1
C 2.64085 1.42857 0.41559
S 0.92401 2.15773 0.33698
H 2.60041 0.47711 0.94692
H 3.25476 2.13432 0.97195
H 3.10092 1.25273 -0.55917
C -0.80474 -0.90340 -0.42551
O -0.41104 -0.84788 0.93840
C -2.32120 -0.97257 -0.53187
H -0.35507 -1.85158 -0.73129
H -0.38831 -0.06140 -0.96837
H -0.13676 0.08844 1.15004
H -2.67630 -0.40963 -1.39523
H -2.70044 -0.50878 0.38286
H -2.72707 -1.98367 -0.53131
*
```

Values from the calculation:
Max |F|   0.024 hartree/bohr
Orbital gap   6.59 eV
HOMO   -2.5 eV
Energy   -16140.22715 eV
Relative energy (zero: lowest compared OMol25 entry of this formula, charge and spin)   19.12 kcal per mole

Atom charges from the natural (NBO) analysis, given in e for atoms 1 to 4: C -0.73; S -0.75; H 0.18; H 0.18